No. 1
Entry from OMol25: C42H51CdF6IN2O3PS as an isolated structure in a non-equilibrium geometry (ωB97M-V/def2-TZVPD).

As for the HOMO energy (spin up / spin down): -8.47 / -8.47 eV. The total energy comes out at -3770.49056 Ha. For the lowest unoccupied orbital energy (spin up / spin down), the calculation gives -0.74 / -3.04 eV. As for the expectation value of S²: 0.7879. Its energy relative to the best compared isomer or geometry (same formula, charge and spin) is 3.205 eV.

Structure (ORCA input):
```
! wB97M-V def2-TZVPD RIJCOSX def2/J DEFGRID3
* xyz 0 2
I 3.9885 -6.2173 -2.7305
Cd 0.0705 -0.5135 0.1398
S -0.9509 -3.4875 2.0994
P 1.2820 -0.4676 -4.7627
F 0.3497 -1.6163 -5.3825
F 2.3358 -1.5879 -4.2343
F 2.1227 -0.3680 -6.1770
F 0.4833 -0.5753 -3.3170
F 2.1805 0.7799 -4.1593
F 0.2463 0.6312 -5.2320
O -1.3272 -2.3690 1.1248
O 4.8694 -1.1505 2.6878
O 1.4865 -1.2129 1.3878
N -1.7216 0.1062 -1.0461
N 0.7322 1.5515 -0.0174
C -0.7307 4.4176 2.7272
C 3.4932 3.2527 2.6306
C -2.9868 -0.6674 -0.7933
C 1.3093 3.2986 1.5374
C 3.2727 0.1399 0.4647
C 2.2089 3.8748 2.4404
C -2.5498 -2.4729 3.9972
C -3.8057 -0.2505 0.2869
C -0.0986 5.2000 0.4978
C -1.6072 1.1301 -1.8342
C 3.7652 2.0210 1.9956
C -2.4377 -1.0775 -3.8402
C 1.5247 3.7069 -2.9656
C 2.8205 1.5088 1.0897
C -5.1858 -2.2220 0.0002
C 2.2409 -3.3125 0.0543
C 3.6850 -4.6335 -1.3703
C -0.6108 2.8154 -3.2360
C -1.1473 -1.9440 4.3040
C -2.5401 -2.2029 -2.7946
C -2.3851 -3.8017 3.2027
C -3.3601 -1.7996 -1.5482
C 2.9375 0.0232 -1.0872
C 2.4346 -4.3673 -0.8079
C 4.4474 -2.5238 -0.2620
C -0.1046 -2.7246 3.4844
C 4.6457 -3.6571 -1.0867
C -4.3674 -2.5561 -1.0664
C -3.7725 1.0944 1.0591
C -2.7107 1.2728 2.0943
C -4.8621 -1.0319 0.6627
C -0.5492 2.0462 -2.0733
C 3.4193 -1.1260 2.5609
C -1.1267 -2.7138 -2.3550
C -0.0916 3.9534 1.3895
C 1.6146 2.1007 0.8702
C 0.5845 2.2086 -1.2849
C -3.7009 2.3688 0.2661
C 1.7049 3.0924 -1.7001
C 2.8773 -1.1159 1.1865
C 3.2138 -2.3465 0.3506
C 0.3632 3.5970 -3.6398
H 0.6435 -2.0513 3.1076
H -0.6583 3.2101 0.9297
H -4.4208 2.3345 -0.5479
H -3.2368 -0.3703 -3.8271
H 4.3726 0.1967 0.4783
H -2.5359 1.2779 -2.4292
H -1.8294 4.7724 2.6690
H 2.2277 -0.7552 -1.2566
H 1.9754 4.8709 2.9247
H 1.5994 -5.0373 -1.0215
H 2.2696 4.3656 -3.4424
H -1.7910 1.3180 1.4960
H -3.2025 -4.0039 2.5315
H -0.5830 -3.2185 -3.1380
H -0.7326 3.5781 3.4215
H -2.2242 -4.7228 3.8348
H -2.8366 2.1046 2.7202
H -1.1418 5.6057 0.4510
H 4.3530 3.6010 3.1826
H 0.4792 5.9549 0.9918
H -4.4635 -3.5281 -1.5970
H 5.1934 -1.8315 -0.1031
H 0.2455 4.1437 -4.5787
H 3.7956 -0.3349 -1.6048
H -1.0288 -1.9388 5.3954
H 3.0440 -2.0785 2.9863
H 0.4137 -3.5623 3.9588
H 1.3098 -3.1148 0.5900
H -1.6171 -0.5350 -3.4983
H 5.2563 -1.9934 2.5779
H -6.0516 -2.7582 0.2744
H -1.2140 -0.9320 3.9459
H 2.6632 0.9385 -1.5312
H -0.4445 -1.8830 -2.1250
H -5.6068 -0.7496 1.4226
H -1.2451 -3.3381 -1.5200
H 5.5637 -3.8939 -1.6705
H 3.0793 -0.2920 3.1568
H -1.5559 2.8616 -3.6896
H -2.6579 2.6762 -0.0860
H -0.0539 5.1638 3.1555
H 2.5869 3.1229 -1.1470
H 4.7440 1.5584 2.0511
H -2.2598 -1.3782 -4.8657
H -4.0292 3.2469 0.8371
H -3.0721 -2.5865 4.9325
H -3.0742 -1.6891 3.4094
H -3.1082 -2.9979 -3.2352
H -2.5475 0.4620 2.7889
H 0.2519 5.0115 -0.5595
H -4.8241 1.1201 1.4652
*
```

No. 2
Entry from OMol25: C42H51N5O10PS2SbW as an isolated structure (ωB97M-V/def2-TZVPD).

As for the HOMO energy (spin up / spin down): -10.63 / -10.93 eV. The total energy comes out at -4102.01474 Ha. For the lowest unoccupied orbital energy (spin up / spin down), the calculation gives -3.70 / -4.06 eV. As for the expectation value of S²: 0.7593. Its energy relative to the best compared isomer or geometry (same formula, charge and spin) is 0.116 eV.

Structure (ORCA input):
```
! wB97M-V def2-TZVPD RIJCOSX def2/J DEFGRID3
* xyz 1 2
W 0.1661 -0.3115 -0.4511
Sb 0.0998 1.8331 1.5427
S 1.0010 -1.6663 1.3800
S 1.8471 -4.6301 -0.1632
P 2.4490 -3.0166 0.6942
O 1.5733 -5.0673 -3.8102
O 0.3092 -1.8384 -1.7044
O 3.4085 -2.0854 -0.1413
O 3.2702 -3.2412 2.0330
O -0.2141 -4.0899 -3.1065
O 4.9935 -0.1459 -5.3684
O -0.1494 2.6648 -2.2655
O 4.7322 -2.1685 -6.0682
O 1.9500 0.2244 -0.5266
O -1.6163 -1.0036 0.0951
N 1.4489 0.4911 -1.8449
N -2.4598 -2.9413 0.8902
N -2.9013 -0.9235 1.9318
N 0.9474 -4.0900 -3.4744
N 4.4543 -1.2332 -5.3503
C 1.2900 1.0691 6.2321
C 1.6507 -2.8043 -3.4704
C -3.8199 0.8634 -0.9085
C 0.7399 0.0271 5.5019
C 1.2582 -1.7636 -2.6256
C -2.2507 -0.3047 -2.9297
C -1.6056 2.9374 2.1788
C 3.5636 4.9728 0.1208
C -2.6995 3.0806 -1.2550
C 3.8611 3.9412 0.9998
C -3.0129 4.8887 2.2842
C 1.9350 -0.5394 -2.7179
C 1.2376 2.4675 4.2771
C 1.5587 3.2433 0.9585
C 2.9602 -0.3383 -3.6114
C -2.7826 1.5911 -1.4826
C 1.2645 4.2672 0.0622
C -2.3057 -1.6358 0.9684
C -1.8091 -3.8067 -0.0987
C 2.8592 -4.2138 3.0233
C -3.3208 -1.0181 -2.3652
C -2.4453 2.3022 3.0936
C -5.3212 -1.1467 -0.8346
C -1.8857 4.2428 1.7926
C 0.7083 1.4145 3.5333
C -1.5998 -0.8940 -4.1566
C -3.6221 -2.4112 -2.8632
C 0.4485 0.1978 4.1543
C 2.7024 -2.6347 -4.3514
C -3.5763 2.9451 3.5775
C -4.1064 -0.4312 -1.3733
C 3.2000 -3.6631 4.3859
C -1.9291 0.9766 -2.4356
C 1.5347 2.2908 5.6199
C 2.8623 3.0747 1.4192
C -0.9168 1.8611 -3.1501
C -4.6784 1.4761 0.1754
C 3.3358 -1.4093 -4.4094
C 2.2684 5.1337 -0.3491
C -3.8658 4.2379 3.1636
C 5.3303 -1.5383 -1.4475
C 4.4505 -2.6667 -0.9747
H -3.4568 -1.3526 2.6509
H -4.1354 2.2327 0.7414
H 0.7261 2.2502 -2.2228
H -0.9812 -4.3471 0.3544
H 3.9659 -3.1907 -1.8000
H -3.0211 -3.3860 1.5995
H -0.8537 -0.2514 -4.6116
H 0.0299 -0.6292 3.5972
H -4.0706 -3.0267 -2.0857
H -1.8928 3.3662 -0.5883
H -5.0189 0.7194 0.8827
H 4.8729 3.8073 1.3591
H 2.6625 -2.7320 4.5692
H -5.6848 -1.9037 -1.5225
H 6.1140 -1.9339 -2.0942
H 3.3893 -5.1413 2.8103
H -2.8761 0.0834 1.8715
H -2.5461 -4.5051 -0.4889
H -0.2387 1.2642 -3.7536
H -3.2199 5.9071 1.9825
H 3.4701 0.6120 -3.6844
H 3.1076 2.2689 2.1005
H 1.9545 3.1097 6.1891
H 4.2684 -3.4659 4.4643
H 2.0362 5.9302 -1.0437
H -2.5118 3.5939 -2.1976
H 1.7895 -4.4070 2.9221
H -5.5756 1.9496 -0.2329
H 1.4212 3.4301 3.8147
H 5.0101 -3.3943 -0.3856
H 0.2699 4.3832 -0.3465
H 5.7985 -1.0352 -0.6024
H -4.3177 -2.3956 -3.7072
H -5.1138 -1.6407 0.1214
H -2.3677 -1.0738 -4.9122
H -1.2256 4.7739 1.1189
H 4.3437 5.6492 -0.2026
H -1.4474 2.5259 -3.8390
H -3.6307 3.4672 -0.8497
H -6.1381 -0.4486 -0.6598
H 1.5228 0.9327 7.2798
H -2.7203 -2.9205 -3.1943
H -1.1474 -1.8596 -3.9449
H -4.2174 2.4471 4.2936
H 4.7527 -0.8053 -2.0112
H -4.7427 4.7452 3.5430
H 0.5404 -0.9238 5.9792
H 3.0152 -3.4495 -4.9884
H 2.9247 -4.3860 5.1544
H -1.4199 -3.2076 -0.9150
H -2.1898 1.3200 3.4810
*
```

No. 3
Entry from OMol25: C42H52BaN5O6P as an isolated structure in a non-equilibrium geometry (ωB97M-V/def2-TZVPD).

As for the HOMO energy: -2.19 eV. The total energy comes out at -2723.70445 Ha. For the lowest unoccupied orbital energy, the calculation gives 3.67 eV. Its energy relative to the best compared isomer or geometry (same formula, charge and spin) is 3.750 eV.

Structure (ORCA input):
```
! wB97M-V def2-TZVPD RIJCOSX def2/J DEFGRID3
* xyz -2 1
Ba -0.5279 0.1115 0.8045
P -0.7500 -2.9047 -0.1166
O 2.4082 0.3841 3.5153
O -0.7613 -1.0240 -1.1609
O 1.4628 0.7530 -0.2473
O -2.0400 1.5910 0.0512
O 0.5038 6.2369 -6.3315
O -0.8373 -0.3740 2.9697
N 0.9784 2.5462 1.7101
N -2.9003 -1.3014 3.5510
N 3.5516 5.8332 -0.7196
N -3.6583 -0.4620 2.7852
N 3.7036 6.5012 -1.7776
C -5.4678 0.4512 0.3912
C -1.5962 -1.2088 3.5861
C 2.2974 4.2062 0.5424
C 1.7119 2.9239 0.6484
C 0.9098 -4.8637 -1.5614
C -3.5041 -3.5301 0.0268
C 2.1184 5.0823 1.6305
C 1.3961 4.6654 2.7190
C 1.5417 6.1814 -2.8596
C -3.3653 -0.2605 1.5629
C 3.0854 -0.2077 2.4180
C -0.9984 -5.9081 0.8282
C 4.1424 -1.1682 2.9310
C -0.7487 -4.4249 1.1275
C -6.0933 1.1606 -0.6271
C -1.6636 -3.2892 5.0221
C 0.3815 -2.0410 4.8817
C 0.8192 3.3884 2.7054
C 2.9586 3.6776 -1.7340
C 2.7337 6.3654 -5.3523
C 1.8665 1.9282 -0.4143
C 1.8444 -2.5946 -1.0739
C 2.9229 4.6057 -0.6811
C -2.3991 -4.3058 -2.0982
C -0.9575 -2.1917 4.5296
C 3.5150 6.4001 -4.2022
C 1.0652 5.8954 -7.5747
C 2.9419 6.2885 -2.9401
C 0.5686 -3.3886 -1.3709
C -4.1028 0.5626 0.6071
C -3.9675 2.1353 -1.2259
C -3.2991 1.4392 -0.1890
C 1.0052 -2.9735 5.6981
C -0.8182 -0.6694 -2.4933
C -1.0356 -4.2247 5.8280
C 0.3031 -4.0724 6.1691
C 0.7646 6.1766 -3.9950
C 0.5312 -4.2850 1.9598
C 1.3573 6.2541 -5.2535
C -5.3253 1.9912 -1.4395
C -2.3852 -3.2610 -0.9836
C 2.5107 2.3859 -1.5975
H 0.7925 -4.8137 6.7911
H -0.3128 6.0986 -3.9276
H 0.0247 -5.4580 -1.7812
H 1.2582 5.3138 3.5749
H -1.5672 -4.0975 1.7832
H -1.0746 -6.4643 1.7721
H 2.3800 -0.7560 1.7887
H -2.7036 -3.3981 4.7492
H -1.9255 -6.0714 0.2755
H -3.3710 2.7921 -1.8496
H -7.1564 1.0451 -0.8055
H -1.7032 -4.0470 -2.8980
H 1.4019 -5.2745 -0.6793
H 1.5292 0.6311 3.2013
H -4.4786 -3.4015 -0.4544
H -1.7282 -1.0462 -2.9975
H 1.6904 6.6997 -7.9798
H 3.4500 3.9720 -2.6534
H 0.1684 -3.0194 -2.3169
H -2.6170 -2.2985 -1.4425
H 4.6128 -1.6757 2.0873
H 2.6377 1.6722 -2.4021
H 3.6729 -1.9167 3.5715
H -5.7939 2.5334 -2.2557
H 3.2172 6.4295 -6.3187
H 1.3843 -4.7527 1.4576
H 2.2828 -2.9025 -0.1199
H -6.0380 -0.2283 1.0156
H 3.5453 0.5677 1.7929
H 0.0501 -1.0337 -3.0748
H 0.9286 -1.1882 4.5022
H 0.2293 5.7253 -8.2510
H -3.4605 -4.5434 0.4312
H 1.6658 4.9829 -7.5040
H -0.1808 -6.3555 0.2621
H 2.5915 -2.7597 -1.8595
H -0.8204 0.4271 -2.6020
H 0.2070 3.0458 3.5335
H 4.9052 -0.6422 3.5079
H -1.5877 -5.0879 6.1832
H -2.1491 -5.3008 -1.7252
H 0.4272 -4.7445 2.9491
H -3.4019 -4.3595 -2.5373
H 1.0787 6.1061 -1.8845
H 1.6022 -4.9660 -2.4054
H 2.5463 6.0751 1.5751
H 2.0507 -2.8510 5.9585
H 0.7635 -3.2271 2.1129
H -2.4900 -0.7497 1.1207
H -3.4501 -2.8250 0.8573
H 1.6257 -1.5291 -1.0243
H 4.5921 6.4799 -4.2839
*
```

No. 4
Entry from OMol25: C42H52N4O3Zr as an isolated structure (ωB97M-V/def2-TZVPD).

As for the HOMO energy: -13.41 eV. The total energy comes out at -2123.14018 Ha. For the lowest unoccupied orbital energy, the calculation gives -8.03 eV. Its energy relative to the best compared isomer or geometry (same formula, charge and spin) is 0.018 eV.

Structure (ORCA input):
```
! wB97M-V def2-TZVPD RIJCOSX def2/J DEFGRID3
* xyz 2 1
Zr 1.5344 1.2147 -0.2137
O 1.4719 0.4224 1.6143
O 2.2537 -0.3719 -1.1792
O 0.1763 1.8328 -1.6114
N 3.7950 1.3890 -0.4856
N -0.5936 0.1904 0.1665
N 4.4375 0.2718 -0.9582
N 2.2848 3.3239 0.3261
C -0.4700 -1.6840 3.7824
C -1.8099 -1.1413 1.8757
C 3.5574 -0.6235 -1.3001
C -4.6358 -0.9465 -2.5745
C 1.9074 5.5522 1.0912
C 3.0928 -1.5284 3.3301
C -5.8183 0.0351 -2.5859
C 1.9452 -0.9414 4.1676
C -2.9252 -2.4810 3.6790
C -3.3714 -0.1857 -2.2095
C 4.1396 4.7704 0.7123
C -0.6917 -0.4562 1.3384
C 2.9877 -2.8597 -2.1721
C 2.2608 0.5092 4.5632
C -1.4239 0.2705 -0.8765
C -2.4808 2.9348 -4.9830
C 0.5169 -0.3321 2.1263
C 3.3639 -4.0991 -2.6598
C -1.8038 1.6293 -2.9335
C 3.6213 3.5513 0.3250
C -2.9563 0.8953 -3.0606
C 5.6849 -3.4792 -2.4445
C 5.3179 -2.2393 -1.9566
C 3.9639 -1.9272 -1.8188
C -4.4618 -1.5670 -3.9696
C 4.7112 -4.4067 -2.7948
C -1.4025 2.7294 -3.9177
C -4.0639 -1.4686 3.8747
C 5.9500 2.5347 -0.1853
C 4.4700 2.4267 -0.1351
C 1.8313 -1.7645 5.4515
C -0.9869 1.2785 -1.8333
C -1.7155 -1.7547 3.0905
C -1.2244 4.0545 -3.1606
C -0.0995 2.3434 -4.6343
C 0.6469 -0.9911 3.3591
C 1.4564 4.3055 0.6958
C -3.3744 -3.5736 2.6967
C 3.2711 5.7842 1.1030
C -4.9325 -2.0611 -1.5723
C -2.6044 -0.4831 -1.1280
C -2.6139 -3.1341 5.0257
H -3.6265 -2.2690 -3.9871
H -2.3244 -2.4008 5.7812
H -0.4223 3.9990 -2.4253
H 2.8823 -2.5620 3.0495
H -2.7515 -1.1392 1.3530
H -4.9358 -1.9719 4.2936
H 5.0056 -5.3752 -3.1767
H -3.7718 -0.6719 4.5608
H -4.3678 -1.0123 2.9309
H -2.6279 2.0406 -5.5919
H 1.0560 -1.3842 6.1196
H -2.8446 -1.3221 -0.4992
H -6.7317 -0.5010 -2.8447
H -3.5079 -3.6386 5.3909
H -5.9608 0.4928 -1.6054
H -0.2160 1.4041 -5.1778
H 5.2078 4.9302 0.7054
H 3.6616 6.7456 1.4082
H 1.4546 0.9347 5.1638
H 1.6350 -2.8192 5.2492
H -2.5796 -4.3006 2.5213
H -1.8269 -3.8867 4.9454
H -5.3669 -2.1105 -4.2416
H -4.2348 -4.1052 3.1042
H 6.7318 -3.7263 -2.5545
H 6.0662 -1.5099 -1.6815
H -4.1377 -2.8099 -1.5462
H 1.1997 6.3154 1.3796
H -5.8499 -2.5723 -1.8624
H 1.9421 -2.6067 -2.0658
H 0.7375 2.2417 -3.9462
H -5.0849 -1.6686 -0.5637
H -2.1460 4.3411 -2.6499
H -3.5999 1.1193 -3.8993
H -0.9755 4.8476 -3.8665
H 6.2538 3.3646 -0.8257
H 6.3747 1.6117 -0.5644
H 2.6115 -4.8244 -2.9368
H -5.6911 0.8314 -3.3203
H 2.7775 -1.7068 5.9888
H -0.4046 -2.1979 4.7286
H -4.2914 -0.8120 -4.7384
H 0.1540 3.1176 -5.3595
H 4.0112 -1.5250 3.9188
H 2.4198 1.1475 3.6953
H 0.3949 4.0835 0.6676
H 3.1697 0.5285 5.1660
H 3.2775 -0.9540 2.4233
H -2.1674 3.7355 -5.6522
H -3.6727 -3.1549 1.7335
H -3.4395 3.2298 -4.5513
H 6.3430 2.7279 0.8155
*
```